C31H28CoN7O4S3 | ωB97M-V/def2-TZVPD

Summary:
Kohn-Sham gap (alpha / beta), eV: 6.9 / 6.9
Spin multiplicity: 4
Largest force on an atom, eV Å⁻¹: 0.89
ΔE to the lowest compared entry with this formula, charge and spin, kcal per mole: 20.7
Calculated total energy, Ha: -4459.596958
Net charge: +1
Highest occupied orbital energy (alpha / beta), Eh: -0.35985 / -0.35934

Last column: Löwdin charge in e.
Geometry (Å):
Co1 -2.3783 1.7071 -0.4959  0.74
C1 6.8950 -8.1501 1.3326  -0.07
O1 6.4688 -7.5617 0.1133  -0.07
C2 5.4913 -6.6351 0.1632  -0.28
C3 5.1124 -6.0808 -1.0632  0.02
C4 4.1236 -5.1283 -1.1174  -0.01
C5 3.4814 -4.6987 0.0494  -0.16
C6 3.8653 -5.2548 1.2627  -0.02
C7 4.8622 -6.2168 1.3321  -0.01
C8 2.4364 -3.6837 -0.0524  -0.25
N1 2.0285 -3.1274 -1.1718  0.19
C9 1.0505 -2.2485 -0.8049  -0.17
C10 0.8534 -2.2673 0.5600  -0.12
N2 1.7505 -3.1921 1.0298  0.19
C11 -0.1034 -1.4451 1.2220  -0.05
C12 -0.3230 -1.3823 2.6074  0.03
C13 -1.2687 -0.5229 3.1053  -0.01
C14 -2.0002 0.2674 2.2155  -0.10
N3 -1.8154 0.2143 0.9098  0.03
C15 -0.8747 -0.6050 0.4016  -0.13
C16 -0.6620 -0.5518 -1.0300  -0.13
N4 -1.4018 0.3327 -1.7359  0.05
C17 -1.2012 0.4393 -3.0375  -0.09
C18 -0.2667 -0.3384 -3.7260  -0.02
C19 0.4893 -1.2461 -3.0262  0.03
C20 0.2997 -1.3658 -1.6432  -0.06
H1 7.6772 -8.8540 1.0669  0.10
H2 6.0764 -8.6846 1.8196  0.10
H3 7.3000 -7.3973 2.0126  0.10
H4 5.6162 -6.4191 -1.9584  0.13
H5 3.8295 -4.6971 -2.0642  0.11
H6 3.3964 -4.9514 2.1915  0.11
H7 5.1368 -6.6267 2.2922  0.11
H8 1.8984 -3.4601 1.9863  0.15
H9 0.2621 -1.9954 3.2810  0.12
H10 -1.4430 -0.4323 4.1674  0.12
H11 -2.7340 0.9791 2.5750  0.12
H12 -1.8091 1.1661 -3.5625  0.12
H13 -0.1455 -0.2055 -4.7914  0.11
H14 1.2347 -1.8641 -3.5088  0.13
C21 -5.6352 -1.1094 -1.6566  -0.23
S1 -4.7033 -0.4625 -0.2744  0.90
C22 -6.0710 -0.0851 0.8159  -0.23
O2 -4.2297 0.8941 -0.7593  -0.58
H15 -6.3211 -0.3415 -2.0104  0.07
H16 -6.1733 -1.9996 -1.3329  0.07
H17 -4.9224 -1.3727 -2.4351  0.06
H18 -6.4851 -1.0172 1.1990  0.07
H19 -6.8211 0.4895 0.2753  0.07
H20 -5.6659 0.5047 1.6364  0.06
N5 1.9201 8.4385 -0.5430  0.12
C23 1.4088 7.2311 -0.1513  -0.31
C24 1.0525 6.2645 -1.1001  -0.02
C25 0.5055 5.0612 -0.7037  -0.06
C26 0.3169 4.8011 0.6470  -0.30
C27 0.6688 5.7490 1.6041  -0.05
C28 1.2087 6.9521 1.2096  -0.02
S2 -0.4154 3.3088 1.1788  0.63
O3 -0.4116 2.3920 0.0195  -0.37
O4 0.2530 2.8252 2.3495  -0.28
N6 -1.9348 3.6416 1.5921  -0.13
C29 -2.8415 3.8129 0.6363  -0.78
S3 -4.5147 4.0412 1.1043  1.04
C30 -4.9623 4.1965 -0.5557  -0.41
C31 -3.8879 4.0377 -1.3418  -0.26
N7 -2.6671 3.8012 -0.7073  -0.04
H21 2.2189 8.5657 -1.4921  0.10
H22 2.3243 9.0501 0.1419  0.10
H23 1.2073 6.4674 -2.1527  0.11
H24 0.2244 4.3164 -1.4345  0.11
H25 0.5266 5.5312 2.6545  0.12
H26 1.4863 7.6899 1.9520  0.11
H27 -5.9784 4.3907 -0.8536  0.07
H28 -3.8891 4.1175 -2.4191  0.11

Atomic forces in eV per Å
Co 0.7538 -0.3027 -0.0899
C 0.0028 -0.0040 0.0081
O 0.0113 -0.0062 -0.0093
C -0.0203 0.0216 -0.0053
C 0.0155 -0.0168 0.0066
C -0.0157 0.0125 0.0161
C 0.0425 -0.0407 0.0203
C -0.0114 0.0161 -0.0249
C 0.0128 -0.0126 0.0116
C -0.0562 0.0490 -0.0063
N 0.0361 -0.0232 -0.0330
C -0.0170 -0.0057 0.1579
C 0.0078 0.0137 -0.1517
N 0.0343 -0.0388 0.0195
C -0.0315 0.0396 -0.0086
C -0.0354 0.0136 0.0024
C 0.0118 -0.0234 -0.0014
C -0.0253 -0.0420 -0.0087
N -0.0026 0.0622 0.0999
C 0.0137 -0.0725 0.1075
C 0.0432 -0.0933 -0.1099
N 0.2082 0.1447 -0.0155
C -0.0878 -0.0713 -0.0274
C -0.0022 -0.0238 0.0044
C -0.0199 0.0225 -0.0070
C -0.0473 0.0346 0.0114
H -0.0003 0.0008 0.0008
H -0.0017 0.0016 -0.0031
H -0.0005 0.0012 -0.0022
H -0.0017 -0.0007 -0.0017
H -0.0003 0.0006 -0.0022
H -0.0012 0.0009 0.0006
H -0.0001 -0.0032 -0.0014
H -0.0022 0.0029 -0.0031
H -0.0032 -0.0005 0.0055
H 0.0022 -0.0031 0.0016
H 0.0206 0.0232 0.0040
H 0.0288 0.0340 0.0085
H -0.0020 -0.0061 -0.0020
H -0.0013 0.0014 -0.0069
C 0.0465 0.0171 0.0440
S -0.1416 -0.1702 0.0141
C 0.0570 0.0004 -0.0234
O -0.1583 0.4408 -0.0574
H 0.0009 0.0124 0.0151
H 0.0084 -0.0034 0.0103
H 0.0047 0.0023 0.0032
H -0.0016 -0.0065 -0.0170
H 0.0152 0.0153 -0.0099
H 0.0074 -0.0089 0.0030
N -0.0688 0.0429 -0.0055
C 0.0199 -0.0407 0.0055
C 0.0022 0.0187 0.0041
C -0.0199 0.0007 -0.0079
C -0.0268 -0.0733 -0.0103
C 0.0305 -0.0085 0.0181
C 0.0000 0.0050 -0.0095
S -0.0318 0.2483 0.1502
O -0.0772 -0.0557 -0.1367
O 0.0079 0.0157 0.0079
N 0.0038 -0.3184 -0.0028
C -0.0442 0.3324 -0.0929
S 0.1120 0.1589 0.1228
C -0.0552 -0.0197 -0.0553
C 0.1442 0.2357 -0.1153
N -0.7171 -0.4913 0.1903
H 0.0266 -0.0102 0.0059
H 0.0269 -0.0127 -0.0035
H -0.0024 0.0030 -0.0007
H 0.0017 0.0025 -0.0025
H -0.0005 0.0035 0.0007
H -0.0020 0.0014 0.0016
H 0.0025 0.0263 -0.0065
H -0.0289 -0.0697 -0.0048

---

C31H28F2N | ωB97M-V/def2-TZVPD

Summary:
Kohn-Sham gap, eV: 3.5
Largest force on an atom, eV Å⁻¹: 1.90
ΔE to the lowest compared entry with this formula, charge and spin, kcal per mole: 0.0
Calculated total energy, Ha: -1452.278093
Net charge: +1
Highest occupied orbital energy, Eh: -0.34112

Last column: Löwdin charge in e.
Geometry (Å):
F1 -5.0552 0.7392 1.7161  0.09
C1 -3.8236 0.1992 1.9706  -0.20
C2 -3.7564 -1.1192 2.4236  0.04
C3 -2.5098 -1.6259 2.7411  0.03
C4 -1.3196 -0.8509 2.5985  -0.17
C5 -0.0662 -1.4277 2.9380  0.10
C6 1.2097 -0.8069 2.8606  -0.20
C7 2.3181 -1.6442 2.5569  0.02
C8 3.5426 -1.1088 2.2011  0.03
C9 3.6946 0.2761 2.2795  -0.19
F2 4.8914 0.8197 1.8918  0.09
C10 2.6795 1.1352 2.6993  0.04
C11 1.4458 0.5868 3.0330  0.00
C12 -1.4501 0.4508 2.0282  0.03
C13 -2.6975 0.9860 1.7403  0.04
H1 -4.6541 -1.7215 2.5275  0.14
H2 -2.4191 -2.6547 3.0912  0.10
H3 -0.0515 -2.5151 3.0576  0.13
H4 2.1575 -2.7262 2.5502  0.14
H5 4.3604 -1.7470 1.8759  0.14
H6 2.8505 2.2096 2.7512  0.14
H7 0.6391 1.2264 3.4002  0.13
H8 -0.5535 1.0188 1.7809  0.11
H9 -2.7911 1.9927 1.3376  0.14
C14 3.5200 -3.2449 6.2374  -0.09
C15 2.3959 -3.7128 6.9271  -0.08
C16 1.3595 -2.8443 7.2349  -0.04
C17 1.3569 -1.4971 6.7763  -0.23
C18 0.2477 -0.6086 7.0291  -0.02
C19 -1.0507 -1.0296 7.3524  -0.19
N1 -1.8890 -0.2190 8.0342  -0.08
C20 -1.4332 1.0030 8.6669  -0.15
C21 -2.6907 1.6454 9.2703  -0.15
C22 -3.8901 0.8495 8.7445  -0.15
C23 -3.3284 -0.3949 8.0513  -0.15
C24 -1.5818 -2.3391 6.8858  -0.17
C25 -1.2298 -2.7305 5.5935  -0.06
C26 -1.6088 -3.9571 5.0703  -0.09
C27 -2.3988 -4.8154 5.8380  -0.06
C28 -2.7908 -4.4293 7.1219  -0.06
C29 -2.3656 -3.2151 7.6635  -0.03
C30 2.5179 -1.0447 6.0927  -0.06
C31 3.5591 -1.9134 5.7999  -0.11
H10 4.3611 -3.9086 6.0395  0.10
H11 2.3317 -4.7586 7.2388  0.11
H12 0.5175 -3.2044 7.8330  0.12
H13 0.4944 0.4519 7.1298  0.10
H14 -0.6683 0.7845 9.4290  0.14
H15 -0.9757 1.6815 7.9308  0.11
H16 -2.6274 1.5944 10.3609  0.11
H17 -2.7478 2.6931 8.9661  0.11
H18 -4.5730 0.5549 9.5438  0.11
H19 -4.4493 1.4186 7.9983  0.11
H20 -3.7343 -0.5049 7.0314  0.13
H21 -3.6240 -1.2953 8.6033  0.10
H22 -0.6323 -2.0325 5.0115  0.08
H23 -1.2825 -4.2469 4.0737  0.10
H24 -2.7012 -5.7765 5.4223  0.11
H25 -3.4180 -5.0840 7.7234  0.11
H26 -2.6154 -2.9668 8.6980  0.12
H27 2.5551 0.0010 5.7778  0.10
H28 4.4123 -1.5542 5.2219  0.10

Atomic forces in eV per Å
F 1.6700 -0.7517 0.2774
C -1.2585 0.4458 -0.1573
C 0.3069 0.0548 0.0971
C 0.1432 -0.1277 -0.1676
C -0.3921 0.2200 -0.0392
C 0.1420 0.2071 -1.1476
C 0.2189 0.0639 0.6404
C -0.1947 -0.0703 -0.0754
C -0.1107 -0.0152 0.1774
C 1.0897 0.3035 -0.7486
F -1.6357 -0.7232 0.6381
C -0.5013 -0.0528 0.3238
C 0.1781 0.1112 -0.5249
C -0.2027 0.0352 0.1036
C 0.5000 -0.0512 0.1007
H 0.1206 0.1928 -0.0163
H -0.1295 0.3866 -0.0216
H -0.0452 0.2847 0.1000
H 0.1684 0.3625 -0.0866
H -0.0916 0.2348 0.1358
H 0.0703 -0.3224 0.0818
H 0.4318 -0.2022 -0.0468
H -0.4216 -0.1408 0.0043
H -0.0916 -0.2985 0.0370
C -0.1405 0.1091 -0.3028
C 0.2755 0.1648 0.0031
C -0.1453 0.4360 -0.2416
C 1.0948 -0.9259 -0.2245
C -1.5322 -0.0170 0.6910
C 1.6252 0.6515 -0.4751
N -0.1152 -0.1582 0.0974
C 0.0270 0.3528 -0.0711
C 0.2682 0.0326 0.1983
C -0.1810 -0.0492 -0.3435
C -0.6099 -0.1710 0.0520
C -0.0897 -0.4587 0.1141
C -0.2095 -0.0320 -0.0376
C -0.1105 -0.0303 0.4228
C 0.0091 0.0843 -0.1033
C 0.1569 0.0614 0.0060
C 0.3024 0.0904 -0.3219
C -0.8608 -0.1982 0.1311
C 0.1552 -0.3304 0.2241
H -0.2382 0.1354 -0.0169
H 0.1294 0.3816 0.0097
H 0.3852 0.1160 -0.2537
H -0.1161 -0.3973 0.1612
H -0.1356 -0.0211 -0.2878
H -0.0744 -0.1315 0.1022
H -0.1243 0.1324 -0.1704
H -0.0434 -0.1068 0.2511
H 0.0212 0.1890 -0.1313
H -0.0351 0.1102 0.2769
H 0.1775 0.0182 0.2479
H 0.0948 0.2809 -0.1460
H -0.1076 -0.1883 0.3428
H -0.0712 -0.1053 0.1339
H 0.0106 0.2290 0.2043
H 0.1714 0.0613 -0.1399
H 0.1276 -0.1327 -0.4187
H 0.0557 -0.2514 0.0340
H -0.1121 -0.0783 0.2966

---

C31H28MnN7O3S | ωB97M-V/def2-TZVPD

Summary:
Kohn-Sham gap (alpha / beta), eV: 5.9 / 5.9
Spin multiplicity: 5
Largest force on an atom, eV Å⁻¹: 2.45
ΔE to the lowest compared entry with this formula, charge and spin, kcal per mole: 19.9
Calculated total energy, Ha: -3355.888321
Net charge: +2
Highest occupied orbital energy (alpha / beta), Eh: -0.45845 / -0.45978

Last column: Löwdin charge in e.
Geometry (Å):
Mn1 -0.3389 0.4240 -0.3534  0.99
C1 2.1877 1.9641 0.7112  0.01
O1 1.0417 1.0974 0.9782  -0.21
C2 0.9255 0.5035 2.2515  -0.22
C3 1.7006 0.8775 3.3173  0.01
C4 1.5194 0.2122 4.5236  -0.04
C5 0.5873 -0.8104 4.6276  -0.04
C6 -0.1866 -1.1614 3.5320  -0.02
C7 -0.0191 -0.4788 2.3469  -0.25
N1 -0.8291 -0.6949 1.1520  -0.14
N2 -1.8275 -1.4471 1.2565  0.07
C8 -2.6619 -1.7800 0.2853  -0.13
C9 -2.4420 -1.3962 -1.0622  -0.26
O2 -1.4810 -0.5732 -1.4091  -0.13
C10 -3.2360 -1.9334 -2.0733  0.01
C11 -4.2700 -2.7656 -1.7448  0.05
C12 -4.5966 -3.1279 -0.4048  -0.16
C13 -5.7050 -3.9533 -0.1273  -0.01
C14 -6.0092 -4.2841 1.1642  -0.05
C15 -5.2069 -3.7959 2.2094  -0.03
C16 -4.1195 -2.9863 1.9555  -0.01
C17 -3.7980 -2.6432 0.6384  -0.09
H1 3.0960 1.4425 0.9857  0.11
H2 2.0785 2.8828 1.2744  0.11
H3 2.1790 2.1641 -0.3506  0.08
H4 2.4416 1.6653 3.2323  0.12
H5 2.1241 0.4937 5.3791  0.12
H6 0.4588 -1.3378 5.5670  0.12
H7 -0.9170 -1.9578 3.5890  0.12
H8 -3.0267 -1.6617 -3.1027  0.13
H9 -4.8863 -3.1702 -2.5448  0.14
H10 -6.3145 -4.3193 -0.9513  0.13
H11 -6.8652 -4.9160 1.3814  0.12
H12 -5.4492 -4.0578 3.2363  0.12
H13 -3.5183 -2.6019 2.7737  0.11
N3 -2.4333 3.7580 1.2827  0.16
C18 -2.5156 3.6251 2.7119  -0.23
C19 -2.6421 4.7503 3.4998  -0.01
C20 -2.7178 4.6244 4.8830  -0.06
C21 -2.6498 3.3748 5.4668  -0.06
C22 -2.5022 2.2463 4.6654  -0.08
C23 -2.4468 2.3755 3.2910  -0.41
S1 -2.3201 0.9243 2.2846  1.14
N4 -1.7931 1.5495 0.7762  -0.22
C24 -1.9869 2.7709 0.4737  -0.32
C25 -1.7025 3.0969 -0.9504  -0.19
C26 -2.3088 4.0969 -1.6729  0.03
C27 -1.9786 4.2405 -3.0166  0.00
C28 -1.0668 3.3644 -3.5822  -0.01
C29 -0.5403 2.3657 -2.7879  -0.06
N5 -0.8542 2.2428 -1.4883  0.06
H14 -2.4682 4.6881 0.9183  0.14
H15 -2.6945 5.7356 3.0343  0.13
H16 -2.8275 5.5115 5.4976  0.12
H17 -2.7123 3.2687 6.5446  0.12
H18 -2.4500 1.2567 5.1168  0.12
H19 -3.0619 4.7299 -1.2197  0.13
H20 -2.4430 5.0194 -3.6137  0.13
H21 -0.7751 3.4403 -4.6248  0.13
H22 0.1502 1.6449 -3.1934  0.10
C30 3.2851 -0.5575 -4.5384  -0.04
N6 2.7922 -0.0167 -3.2703  0.05
C31 1.6128 -0.3004 -2.7288  -0.56
N7 0.7879 -1.1183 -3.3970  0.23
O3 1.2986 0.2222 -1.6067  -0.09
H23 4.2890 -0.1824 -4.7028  0.10
H24 2.6652 -0.2411 -5.3738  0.09
H25 3.3390 -1.6461 -4.5135  0.10
H26 3.3819 0.5820 -2.7232  0.15
H27 1.0871 -1.6221 -4.2158  0.12
H28 -0.0839 -1.3566 -2.9658  0.09

Atomic forces in eV per Å
Mn -0.0862 0.1969 -0.2001
C -0.4439 -0.3165 0.1726
O 0.3009 0.1756 0.1294
C 0.6949 0.6910 -0.7603
C 0.3259 0.1854 0.3705
C 0.1009 0.0572 0.1389
C -0.0538 -0.0808 0.0832
C -0.0036 -0.3240 0.2293
C -0.5374 -0.9515 -0.8714
N 1.8791 -1.2130 0.0011
N 0.1251 -0.6933 0.6280
C -0.4704 -0.2619 -0.0493
C 0.5483 0.4609 0.1079
O -0.0905 -0.5334 -0.1458
C -0.5552 -0.3204 -0.3827
C -0.0847 -0.0633 -0.2059
C -0.0801 -0.0077 -0.3597
C -0.0655 -0.0346 -0.2558
C -0.0537 -0.0634 0.2129
C -0.0089 -0.0107 0.0799
C 0.0419 0.0272 0.1825
C 0.4873 0.3598 -0.0241
H 0.1337 -0.0935 0.0471
H -0.0257 0.1227 0.1147
H -0.0963 -0.0288 -0.1081
H -0.1271 -0.1285 0.0314
H -0.0826 -0.0522 -0.0955
H 0.0310 0.0574 -0.1283
H -0.0009 0.0577 0.0102
H -0.0654 -0.0299 0.1230
H 0.0511 0.0430 0.1133
H 0.1215 0.0746 0.1352
H 0.1486 0.0971 -0.0082
H 0.0372 0.0500 -0.1736
H -0.0868 -0.0800 -0.1179
N -0.0890 -0.7228 0.3958
C 0.0056 0.3663 -0.4735
C -0.0128 0.3947 -0.1035
C -0.0067 0.2299 -0.0236
C 0.0011 -0.1880 0.0953
C 0.0255 -0.1826 0.2583
C 0.0008 -0.2483 -0.3047
S -1.6050 1.6178 0.8892
N -0.5396 -0.0523 1.0862
C -0.4957 1.3742 -0.0502
C -0.1823 0.0620 0.5450
C -0.2211 0.4135 -0.2256
C -0.1290 0.1075 0.0558
C -0.0159 0.0804 -0.1390
C -0.1035 0.1439 0.3414
N 1.0668 -0.7098 -1.2791
H -0.0001 0.3142 -0.1257
H 0.0191 -0.2059 0.1275
H 0.0032 -0.1064 -0.0926
H 0.0075 0.0019 -0.1388
H 0.0174 0.1743 -0.0801
H 0.0846 0.0310 -0.0317
H 0.0608 -0.1003 0.0925
H -0.0795 -0.0093 0.1584
H 0.0351 -0.0441 0.0269
C 0.0205 0.0477 0.2422
N 0.2205 -0.0750 -0.3872
C -0.0718 0.0270 0.5996
N 0.0810 0.0729 0.0004
O 0.1404 -0.3165 -0.7529
H 0.0321 0.0288 0.0058
H -0.0903 0.0580 -0.0453
H -0.0018 -0.0273 0.0519
H 0.1281 0.0613 0.0586
H -0.0383 0.0659 0.0659
H -0.2764 -0.0534 0.1319